{"formula": "C15H24N4O2S", "method": "the ωB97M-V functional and the def2-TZVPD basis", "spin_multiplicity": 1, "homo_ev": -7.98, "smiles": "CCCCCn1c(SCCCC)nc2c1c(=O)[nH]c(=O)n2C", "total_charge": 0, "orbital_gap_ev": 8.579, "elements": ["C", "C", "C", "C", "C", "N", "C", "S", "C", "C", "C", "C", "N", "C", "C", "C", "O", "N", "C", "O", "N", "C", "H", "H", "H", "H", "H", "H", "H", "H", "H", "H", "H", "H", "H", "H", "H", "H", "H", "H", "H", "H", "H", "H", "H", "H"], "xyz": [[-1.943, -5.750, -0.053], [-1.998, -4.227, -0.076], [-0.621, -3.624, -0.348], [-0.648, -2.104, -0.501], [-0.960, -1.393, 0.818], [-0.948, 0.036, 0.649], [0.121, 0.861, 0.636], [1.725, 0.288, 0.930], [2.611, 1.891, 0.929], [4.089, 1.694, 0.642], [4.350, 1.192, -0.776], [5.838, 1.014, -1.044], [-0.193, 2.126, 0.389], [-1.532, 2.117, 0.222], [-2.040, 0.833, 0.370], [-3.435, 0.548, 0.261], [-4.008, -0.516, 0.381], [-4.135, 1.724, -0.020], [-3.679, 3.020, -0.178], [-4.438, 3.932, -0.414], [-2.318, 3.195, -0.047], [-1.734, 4.509, -0.188], [-2.929, -6.164, 0.141], [-1.590, -6.136, -1.007], [-1.267, -6.096, 0.726], [-2.693, -3.900, -0.852], [-2.380, -3.871, 0.880], [-0.227, -4.054, -1.272], [0.064, -3.893, 0.459], [0.325, -1.759, -0.860], [-1.404, -1.825, -1.238], [-0.212, -1.657, 1.571], [-1.956, -1.666, 1.167], [2.452, 2.338, 1.911], [2.123, 2.501, 0.171], [4.591, 2.655, 0.786], [4.509, 0.988, 1.362], [3.932, 1.903, -1.492], [3.839, 0.237, -0.915], [6.267, 0.294, -0.351], [6.003, 0.656, -2.057], [6.364, 1.959, -0.925], [-5.140, 1.623, -0.116], [-2.545, 5.218, -0.341], [-1.056, 4.524, -1.042], [-1.174, 4.759, 0.713]], "forces_ev_per_a": [[-0.1, 0.2, 0.0], [0.3, -0.2, 0.0], [-0.3, 0.2, -0.1], [0.1, -0.1, 0.2], [0.0, -0.6, -0.2], [0.2, 0.6, 0.1], [-0.3, 0.0, 0.0], [0.5, -0.1, 0.1], [-0.2, -0.1, 0.1], [-0.2, -0.2, -0.3], [0.3, 0.0, 0.2], [-0.2, 0.0, -0.1], [-0.1, 0.4, -0.1], [-0.1, -1.4, 0.2], [0.0, 0.8, -0.1], [0.3, 0.2, 0.0], [-0.1, -0.3, 0.0], [-0.4, -0.2, 0.0], [0.1, 0.1, 0.0], [-0.3, 0.2, -0.1], [-0.1, 0.1, 0.0], [0.1, 0.3, 0.0], [-0.1, -0.1, 0.0], [0.0, -0.1, -0.1], [0.1, -0.1, 0.1], [-0.1, 0.1, 0.0], [-0.1, 0.1, 0.0], [0.1, -0.1, 0.0], [0.1, -0.1, 0.0], [0.0, 0.1, -0.1], [0.0, 0.1, 0.0], [-0.1, 0.0, 0.0], [0.2, 0.0, 0.1], [0.0, 0.1, -0.1], [0.1, 0.1, 0.1], [0.0, 0.0, 0.1], [0.1, 0.0, 0.1], [-0.1, 0.0, 0.0], [-0.1, 0.1, -0.1], [0.1, -0.1, 0.1], [0.1, 0.0, -0.1], [0.1, 0.1, 0.0], [0.2, 0.0, 0.0], [0.1, -0.1, 0.0], [0.0, 0.0, 0.0], [0.0, 0.0, 0.0]]}

{"formula": "C3H8NO3", "method": "the ωB97M-V functional and the def2-TZVPD basis", "spin_multiplicity": 1, "homo_ev": -3.92, "total_charge": -1, "orbital_gap_ev": 8.081, "elements": ["O", "C", "C", "N", "C", "O", "H", "H", "H", "H", "H", "H", "H", "H", "O"], "xyz": [[1.678, 1.389, 2.059], [0.643, 1.058, 1.472], [0.500, -0.429, 0.907], [0.462, -0.526, -0.555], [0.287, 0.889, -1.057], [0.737, 1.785, -0.200], [-0.376, 1.407, 1.715], [-0.432, -1.000, 1.175], [1.395, -0.990, 1.281], [1.310, -0.946, -0.910], [-0.826, 0.970, -1.337], [0.859, 0.884, -1.999], [-1.854, -1.444, -1.536], [-1.915, -1.294, -0.167], [-2.466, -1.753, -0.850]], "forces_ev_per_a": [[-0.3, 0.0, 0.7], [0.1, -1.2, -1.6], [0.3, -1.2, 0.1], [-0.1, 0.6, -0.2], [-0.6, -1.3, -1.2], [-0.1, 0.4, 1.0], [0.1, 0.6, 0.3], [0.6, 0.8, 0.9], [-0.8, 0.4, 0.0], [0.1, 0.4, 0.1], [0.8, 0.1, 0.3], [-0.2, 0.3, -0.3], [-0.3, -0.4, -0.6], [-0.9, -0.7, 0.0], [1.3, 1.1, 0.6]]}

{"formula": "C6H12O", "method": "the ωB97M-V functional and the def2-TZVPD basis", "spin_multiplicity": 1, "homo_ev": [-8.01, -8.36], "total_charge": 0, "orbital_gap_ev": [8.348, 8.597], "elements": ["C", "C", "O", "C", "C", "C", "C", "H", "H", "H", "H", "H", "H", "H", "H", "H", "H", "H", "H"], "xyz": [[1.909, -0.942, -0.197], [0.895, 0.044, 0.454], [0.971, 0.786, 1.980], [0.287, 1.209, -0.225], [-1.223, 1.132, 0.218], [-1.858, -0.281, 0.126], [-0.971, -1.088, -0.710], [2.511, -0.133, -0.974], [1.621, -2.101, -0.980], [2.751, -1.398, 0.286], [1.917, 0.892, 1.872], [0.708, 2.203, 0.057], [0.348, 1.153, -1.321], [-1.210, 1.407, 1.341], [-1.815, 1.574, -0.837], [-2.833, -0.204, -0.345], [-2.066, -0.858, 1.046], [-1.370, -1.527, -1.645], [-0.570, -1.869, -0.147]], "forces_ev_per_a": [[1.1, 0.8, -3.9], [0.8, 0.9, 1.4], [0.4, -3.2, -3.2], [-1.0, -0.3, -0.5], [-1.0, 0.8, -1.7], [-0.3, 0.1, -0.1], [-1.4, -1.9, -0.7], [-1.6, -2.5, 1.6], [0.0, 4.0, 2.4], [0.1, 0.2, 1.3], [0.6, 0.4, 0.8], [-0.2, -0.8, 0.1], [0.0, -0.3, 0.2], [-0.9, 0.8, -2.2], [1.3, 0.3, 3.9], [-0.2, 0.3, 0.0], [0.5, 0.8, 0.2], [0.6, 0.9, -0.1], [1.1, -1.2, 0.6]]}

{"formula": "C7H14O", "method": "the ωB97M-V functional and the def2-TZVPD basis", "spin_multiplicity": 1, "homo_ev": -8.71, "smiles": "C=C/C=C(/C)CC.O", "total_charge": 0, "orbital_gap_ev": 9.593, "elements": ["C", "C", "C", "C", "C", "C", "C", "H", "H", "H", "H", "H", "H", "H", "H", "H", "H", "H", "H", "O", "H", "H"], "xyz": [[-1.928, 0.102, 2.037], [-0.834, -0.409, 1.482], [-0.471, -0.224, 0.043], [0.061, 0.881, -0.475], [0.519, 0.876, -1.912], [0.246, 2.139, 0.400], [1.327, 3.108, -0.015], [-2.188, -0.061, 3.076], [-2.536, 0.716, 1.400], [-0.154, -1.050, 2.033], [-0.537, -1.175, -0.483], [-0.305, 0.688, -2.588], [1.251, 0.100, -2.104], [1.002, 1.798, -2.204], [0.415, 1.778, 1.414], [-0.751, 2.583, 0.381], [1.351, 3.331, -1.089], [2.301, 2.705, 0.265], [1.201, 4.118, 0.355], [0.504, -5.279, -1.059], [0.337, -6.216, -0.905], [1.476, -5.216, -1.105]], "forces_ev_per_a": [[0.7, -0.2, -0.1], [-0.2, 0.2, -0.4], [0.2, -0.4, 1.1], [0.5, -0.1, 0.1], [0.0, 0.1, 0.0], [-0.8, -0.8, -0.6], [0.2, 0.2, -0.8], [-0.1, 0.1, -0.1], [-0.5, 0.2, 0.1], [-0.1, -0.1, 0.2], [0.1, 0.3, -0.5], [-0.2, 0.1, -0.2], [0.1, -0.3, 0.1], [-0.1, 0.2, -0.1], [-0.1, 0.2, 0.1], [0.1, 0.5, 0.2], [0.0, -0.5, 0.1], [0.1, 0.3, 0.0], [0.0, 0.0, 0.8], [0.7, -0.1, 0.0], [0.0, 0.1, 0.0], [-0.6, 0.0, 0.0]]}

{"formula": "C37H28IrN5O4P2S2Se2", "method": "the ωB97M-V functional and the def2-TZVPD basis", "spin_multiplicity": 2, "homo_ev": [-9.98, -9.98], "s_squared": 0.762, "total_charge": 1, "orbital_gap_ev": [4.667, 3.291], "elements": ["Ir", "Se", "P", "C", "C", "C", "C", "C", "C", "C", "C", "C", "C", "C", "C", "C", "C", "N", "N", "N", "P", "Se", "C", "C", "C", "C", "C", "C", "C", "C", "C", "C", "C", "C", "H", "H", "H", "H", "H", "H", "H", "H", "H", "H", "H", "H", "H", "H", "H", "H", "H", "H", "H", "H", "O", "S", "O", "N", "C", "S", "C", "C", "C", "C", "C", "C", "H", "H", "H", "H", "O", "C", "C", "C", "C", "O", "N", "H", "H", "H", "H"], "xyz": [[0.706, -0.263, -0.045], [1.714, 3.601, 5.467], [0.391, 1.945, 5.515], [1.044, 0.701, 6.655], [2.216, 0.038, 6.291], [2.736, -0.939, 7.121], [2.099, -1.242, 8.320], [0.957, -0.555, 8.697], [0.423, 0.423, 7.865], [-1.286, 2.326, 6.058], [-2.266, 1.335, 5.962], [-3.536, 1.583, 6.461], [-3.823, 2.808, 7.052], [-2.846, 3.789, 7.143], [-1.570, 3.551, 6.646], [0.306, 1.044, 3.944], [0.635, 1.330, 2.634], [0.617, 0.134, 1.989], [0.264, -0.831, 2.832], [0.077, -0.303, 4.004], [1.133, 2.752, 1.698], [1.045, 2.298, -0.451], [2.901, 2.894, 2.074], [3.485, 4.099, 2.446], [4.831, 4.137, 2.777], [5.594, 2.981, 2.733], [5.016, 1.777, 2.348], [3.675, 1.734, 2.004], [0.320, 4.294, 2.081], [0.703, 5.415, 1.344], [0.107, 6.638, 1.603], [-0.872, 6.735, 2.583], [-1.279, 5.606, 3.285], [-0.686, 4.383, 3.035], [2.712, 0.286, 5.360], [3.638, -1.465, 6.834], [2.502, -2.013, 8.964], [0.475, -0.779, 9.640], [-0.474, 0.954, 8.156], [-2.026, 0.378, 5.511], [-4.298, 0.816, 6.401], [-4.814, 2.995, 7.448], [-3.072, 4.739, 7.612], [-0.795, 4.306, 6.716], [2.887, 4.999, 2.502], [5.280, 5.076, 3.075], [6.640, 3.018, 3.013], [5.594, 0.862, 2.319], [3.240, 0.784, 1.712], [1.454, 5.327, 0.564], [0.394, 7.512, 1.033], [-1.332, 7.693, 2.788], [-2.071, 5.676, 4.020], [-1.041, 3.497, 3.539], [6.024, -2.468, -0.396], [5.148, -1.449, 0.057], [4.998, -1.197, 1.454], [3.595, -1.717, -0.569], [3.235, -0.715, -1.266], [1.649, -0.784, -2.059], [4.192, 0.401, -1.441], [4.042, 1.600, -2.114], [5.110, 2.489, -2.102], [6.296, 2.177, -1.446], [6.445, 0.967, -0.773], [5.374, 0.104, -0.782], [3.127, 1.844, -2.637], [5.021, 3.436, -2.619], [7.116, 2.882, -1.460], [7.370, 0.703, -0.276], [-1.314, -1.587, -0.816], [-1.940, -0.660, -0.341], [-3.414, -0.464, -0.154], [-3.491, 0.877, 0.595], [-2.050, 1.339, 0.769], [-1.675, 2.319, 1.343], [-1.241, 0.399, 0.140], [-3.825, -1.301, 0.408], [-3.907, -0.444, -1.125], [-3.946, 0.790, 1.579], [-4.033, 1.640, 0.040]], "forces_ev_per_a": [[-0.6, 3.6, 0.6], [-0.3, -0.2, -0.2], [0.9, 0.6, 0.5], [-0.2, -0.1, -0.2], [0.0, -0.1, 0.1], [0.0, 0.1, 0.0], [0.0, 0.0, 0.0], [0.0, 0.1, 0.0], [0.0, -0.1, -0.1], [-0.1, -0.3, -0.2], [0.0, 0.1, 0.0], [0.0, -0.1, 0.0], [0.0, 0.1, 0.0], [0.0, 0.0, 0.0], [-0.1, 0.1, 0.0], [0.0, -0.5, 0.1], [-0.2, -0.2, -0.3], [-0.4, -0.3, -0.7], [-0.3, 0.2, 0.0], [0.1, 0.0, -0.1], [1.1, 0.5, 1.1], [-0.1, -1.9, 0.1], [0.0, 0.1, -0.2], [-0.1, 0.0, 0.0], [0.0, 0.1, -0.1], [0.0, 0.0, 0.0], [0.0, 0.0, 0.0], [0.1, 0.1, 0.1], [-0.2, 0.0, -0.3], [0.0, -0.1, 0.0], [0.0, 0.1, 0.0], [0.0, -0.1, 0.0], [0.0, 0.1, 0.0], [0.0, -0.1, -0.1], [0.0, 0.0, 0.0], [0.0, 0.0, 0.0], [0.0, 0.0, 0.0], [0.0, 0.0, 0.0], [0.0, 0.0, 0.0], [0.0, 0.0, 0.0], [0.0, 0.0, 0.0], [0.0, 0.0, 0.0], [0.0, 0.0, 0.0], [0.0, 0.0, 0.0], [0.0, 0.0, 0.1], [0.0, 0.0, 0.0], [0.0, 0.0, 0.0], [0.0, 0.1, 0.0], [0.0, 0.0, 0.1], [0.0, 0.1, 0.1], [0.0, 0.0, 0.0], [0.0, 0.0, 0.0], [0.0, 0.0, 0.0], [0.0, 0.0, 0.1], [-0.1, 0.0, -0.3], [0.6, 0.2, 0.3], [-0.2, -0.1, 0.1], [-0.5, -0.2, 0.2], [0.4, 0.2, -0.1], [-0.9, 0.0, 0.0], [0.0, 0.1, 0.0], [0.1, 0.0, -0.1], [0.0, 0.1, 0.0], [0.0, 0.0, 0.0], [0.1, -0.1, 0.0], [-0.2, -0.2, 0.0], [0.0, 0.0, 0.0], [0.0, 0.0, 0.0], [0.0, 0.0, 0.0], [0.0, 0.1, 0.0], [0.5, -1.2, -0.1], [-0.4, 0.6, 0.4], [-0.1, 0.1, 0.0], [0.1, -0.2, -0.2], [0.1, -0.3, -0.1], [0.0, 0.4, 0.2], [0.8, -1.2, -0.7], [0.0, 0.0, 0.0], [0.0, 0.0, 0.0], [0.0, 0.0, 0.0], [0.0, 0.1, 0.0]]}